Below is 6 unconnected molecules or ions with the total composition C11H34O6 at a distorted geometry, with properties calculated with ωB97M-V/def2-TZVPD.

Geometry as XYZ:
```
51
C11H34O6 ωB97M-V/def2-TZVPD
O 0.725 -0.300 -0.360
H 0.745 0.628 -0.605
H 0.020 -0.478 0.267
H 1.534 -0.636 0.032
C 3.726 -0.418 -1.217
C 4.154 -0.602 0.164
C 5.056 0.634 0.432
O 3.010 -0.710 1.013
H 4.644 -0.428 -1.804
H 3.017 0.371 -1.466
H 3.064 -1.227 -1.526
H 4.762 -1.492 0.321
H 4.522 1.512 0.069
H 5.879 0.662 -0.282
H 5.399 0.692 1.466
C 0.517 -3.619 -0.793
C -0.649 -3.723 0.270
O -0.898 -2.494 0.754
H 0.200 -3.176 -1.738
H 1.046 -4.562 -0.929
H 1.273 -2.962 -0.364
H -0.298 -4.382 1.065
H -1.503 -4.232 -0.175
H -0.564 -2.571 1.651
C -0.602 3.394 -1.052
C 0.603 3.561 -0.159
O 1.465 2.354 -0.222
H -0.409 3.094 -2.082
H -1.016 4.398 -1.136
H -1.288 2.664 -0.623
H 0.283 3.745 0.867
H 1.208 4.397 -0.511
H 2.069 2.447 0.518
C -3.295 -1.179 -1.383
C -4.583 -0.470 -1.875
O -4.828 0.388 -0.799
H -2.925 -1.782 -2.213
H -3.573 -1.766 -0.508
H -2.548 -0.418 -1.156
H -5.398 -1.172 -2.051
H -4.619 0.083 -2.814
H -5.640 0.873 -0.960
C -2.318 1.498 1.947
C -1.224 0.888 2.866
O -0.413 0.159 2.026
H -2.787 0.769 1.287
H -2.062 2.355 1.325
H -3.073 1.759 2.690
H -1.614 0.314 3.706
H -0.671 1.658 3.404
H -0.122 -0.498 2.662
```

Values from the calculation:
total charge = 0
2S+1 = 1
Kohn-Sham gap = 7.07 eV
energy relative to the best compared isomer or geometry (same formula, charge and spin) = 4.943 eV
E_LUMO = 0.419 eV

Below is a molecular structure, C26H27F3GeN5PdS3 at a distorted geometry, with properties calculated with ωB97M-V/def2-TZVPD.

Geometry as XYZ:
```
66
C26H27F3GeN5PdS3 ωB97M-V/def2-TZVPD
Pd 0.432 -0.315 -2.191
C -3.269 4.097 -0.188
C -2.507 3.429 -1.277
N -3.024 2.636 -2.181
N -1.948 2.245 -2.953
C -0.763 2.734 -2.600
S 0.843 2.693 -3.144
N -1.132 3.485 -1.492
N -0.240 4.306 -0.848
H -4.019 4.745 -0.574
H -2.537 4.503 0.555
H -3.757 3.272 0.319
H -2.074 1.491 -3.637
H 0.561 4.450 -1.448
H 0.131 3.797 -0.011
C 1.231 0.547 -0.358
Ge 0.343 -0.346 1.071
C -1.440 0.385 1.428
C -1.968 0.702 2.684
C -3.329 1.014 2.818
C -4.167 1.149 1.743
C -3.654 0.882 0.471
C -2.309 0.542 0.316
C 1.175 -0.044 2.795
C 1.402 -0.869 3.896
C 1.980 -0.401 5.058
C 2.362 0.924 5.177
C 2.148 1.816 4.090
C 1.548 1.346 2.940
C 0.072 -2.327 0.763
C -1.164 -2.810 1.177
C -1.378 -4.203 1.219
C -0.356 -5.092 0.890
C 0.914 -4.553 0.521
C 1.075 -3.220 0.419
H 1.150 1.609 -0.467
H -1.357 0.700 3.593
H -3.615 1.094 3.847
H -5.213 1.419 1.872
H -4.343 0.811 -0.360
H -1.912 0.303 -0.641
H 1.163 -1.936 3.872
H 2.085 -1.068 5.867
H 2.969 1.156 6.025
H 2.513 2.831 4.158
H 1.378 2.037 2.111
H -2.042 -2.207 1.350
H -2.408 -4.526 1.451
H -0.479 -6.175 0.913
H 1.763 -5.243 0.297
H 1.979 -2.767 0.102
F -0.135 -2.396 -4.431
C -0.622 -1.294 -3.757
F -1.872 -1.784 -3.254
F -1.054 -0.392 -4.769
S 2.854 -0.190 -0.361
C 2.917 -0.919 -1.918
N 3.466 -0.304 -3.074
C 3.401 -1.259 -4.137
C 4.234 -2.412 -3.487
S 3.331 -2.639 -1.953
H 2.947 0.535 -3.321
H 3.849 -0.929 -5.164
H 2.405 -1.651 -4.343
H 5.268 -2.093 -3.348
H 4.199 -3.323 -4.125
```

Values from the calculation:
total charge = -1
2S+1 = 3
Kohn-Sham gap (alpha / beta) = 5.74 / 7.14 eV
energy relative to the best compared isomer or geometry (same formula, charge and spin) = 0.000 eV
E_LUMO (alpha / beta) = 2.631 / 2.346 eV

Below is a molecular structure, C13H39NO12PS2, with properties calculated with ωB97M-V/def2-TZVPD.

Geometry as XYZ:
```
68
C13H39NO12PS2 ωB97M-V/def2-TZVPD
C 1.352 -0.198 0.657
C 0.624 1.014 0.081
C -0.108 1.813 1.159
S -1.573 2.735 0.655
O -1.103 4.069 0.380
O -2.551 2.532 1.698
N -2.048 2.074 -0.733
S -3.372 1.259 -0.868
O -3.487 0.762 -2.211
O -4.546 1.904 -0.305
P -3.257 -0.625 0.251
O -2.850 -1.764 -0.579
O -2.345 -0.468 1.559
O -4.722 -0.743 0.855
H 2.102 0.089 1.395
H 1.837 -0.772 -0.132
H 0.629 -0.872 1.137
H 1.351 1.656 -0.421
H -0.087 0.687 -0.680
H -0.432 1.166 1.976
H 0.534 2.590 1.580
H -1.477 -0.862 1.380
H -4.900 -0.074 1.534
C -7.720 3.090 1.183
C -6.601 4.040 1.582
O -5.411 3.367 1.909
H -7.920 2.383 1.990
H -8.642 3.634 0.958
H -7.432 2.520 0.297
H -6.884 4.607 2.472
H -6.427 4.761 0.772
H -5.068 2.892 1.134
C 4.543 3.468 1.167
C 4.370 1.967 1.288
O 4.034 1.360 0.045
H 3.633 3.925 0.778
H 4.770 3.913 2.138
H 5.364 3.705 0.486
H 3.545 1.732 1.960
H 5.281 1.513 1.695
H 4.748 1.556 -0.572
C 3.515 -3.784 -2.693
C 3.793 -2.372 -2.214
O 3.664 -2.240 -0.805
H 2.515 -4.095 -2.391
H 3.588 -3.848 -3.780
H 4.234 -4.488 -2.263
H 3.068 -1.676 -2.635
H 4.791 -2.050 -2.537
H 4.296 -2.830 -0.381
C 7.338 -1.704 0.018
C 6.931 -0.372 -0.582
O 7.507 0.739 0.101
H 7.056 -1.744 1.071
H 6.852 -2.528 -0.507
H 8.419 -1.852 -0.049
H 5.853 -0.243 -0.500
H 7.197 -0.338 -1.645
H 8.465 0.669 0.042
C -5.925 -3.696 -1.384
C -5.014 -4.772 -0.820
O -3.677 -4.635 -1.269
H -5.908 -3.721 -2.475
H -6.954 -3.837 -1.045
H -5.590 -2.708 -1.066
H -5.340 -5.763 -1.145
H -5.052 -4.755 0.277
H -3.375 -3.763 -0.976
```

Values from the calculation:
total charge = -1
2S+1 = 1
Kohn-Sham gap = 8.35 eV
E_LUMO = 1.894 eV

Below is C5H9NO in the gas phase at a distorted geometry, with properties calculated with ωB97M-V/def2-TZVPD.

Geometry as XYZ:
```
16
C5H9NO ωB97M-V/def2-TZVPD
C 1.793 -0.840 -0.134
C 0.463 -1.219 -0.757
N -0.652 -1.599 0.105
C -0.682 -0.296 -0.637
C -0.412 1.254 -0.191
C -1.483 1.735 0.678
O -0.632 0.776 1.198
H 2.382 -0.239 -0.832
H 2.370 -1.740 0.101
H 1.671 -0.264 0.791
H 0.544 -1.787 -1.677
H -0.413 -1.528 1.091
H -1.508 -0.263 -1.313
H 0.476 1.934 -0.184
H -1.424 2.633 1.272
H -2.495 1.443 0.489
```

Values from the calculation:
total charge = 0
2S+1 = 1
Kohn-Sham gap = 10.26 eV
energy relative to the best compared isomer or geometry (same formula, charge and spin) = 4.983 eV
E_LUMO = 1.127 eV
SMILES = C[C@H]1N[C@H]1[C@H]1CO1